Arrangement 1

Computed, not measured: a single C3H6O2 molecule, with the ωB97M-V functional and the def2-TZVPD basis.

XYZ file:
```
11
C3H6O2 (the ωB97M-V functional and the def2-TZVPD basis)
O 1.4567 -0.1864 -0.8977
C 0.1149 -0.5935 -1.0329
C -0.7244 -0.0719 0.1157
C -0.0941 0.4027 1.3415
O -0.5257 1.3216 0.3370
H 1.4239 0.7712 -0.7499
H -0.3021 -0.2355 -1.9893
H 0.0991 -1.6868 -1.0544
H -1.7438 -0.4397 0.2249
H 0.9782 0.2692 1.4501
H -0.6829 0.4491 2.2551
```

Properties
Kohn-Sham gap   11.3884 eV
SMILES   OC[C@H]1CO1
2S+1   1
LUMO   1.05 eV

Atom charges from the natural (NBO) analysis, given in e for atoms 1 to 6: O -0.711; C -0.085; C 0.022; C -0.117; O -0.507; H 0.473


Arrangement 2

Computed, not measured: a single C3H6O2 molecule, with the ωB97M-V functional and the def2-TZVPD basis.

XYZ file:
```
11
C3H6O2 (the ωB97M-V functional and the def2-TZVPD basis)
C 1.2219 -0.3563 0.0406
C -0.0364 0.4813 0.2701
O -0.1341 1.3479 -0.8404
C -1.2524 -0.4279 0.3112
O -2.0528 -0.4531 -0.5958
H 2.1489 0.1412 0.3504
H 1.2244 -1.3617 0.4742
H 1.1495 -0.3758 -1.0506
H 0.0112 1.0546 1.2058
H -0.8991 1.0362 -1.3563
H -1.3812 -1.0864 1.1907
```

Properties
Kohn-Sham gap   11.3166 eV
SMILES   C[C@@H](O)C=O
2S+1   1
LUMO   0.81 eV

Atom charges from the natural (NBO) analysis, given in e for atoms 1 to 6: C -0.632; C -0.017; O -0.717; C 0.425; O -0.532; H 0.225


Verdict on stability: arrangement 2 comes out on top.


Arrangement 1

Computed, not measured: a single C3H6O2 molecule, with the ωB97M-V functional and the def2-TZVPD basis.

XYZ file:
```
11
C3H6O2 (the ωB97M-V functional and the def2-TZVPD basis)
O -0.5140 -1.4568 -0.8303
C 0.3209 -1.0028 0.2149
C 0.4911 0.4995 0.0488
C -0.7054 1.4952 0.0719
O -0.5971 2.4768 -0.6276
H -0.7363 -2.3803 -0.6650
H 1.3124 -1.4946 0.1676
H -0.1009 -1.2274 1.2042
H 0.9245 0.7011 -0.9403
H 1.2379 0.8498 0.7777
H -1.6630 1.5911 0.6106
```

Properties
Kohn-Sham gap   10.4240 eV
SMILES   O=CCCO
2S+1   1
LUMO   0.75 eV

Atom charges from the natural (NBO) analysis, given in e for atoms 1 to 6: O -0.720; C -0.061; C -0.523; C 0.406; O -0.529; H 0.472


Arrangement 2

Computed, not measured: 2 unconnected molecules or ions with the total composition C3H6O2, with the ωB97M-V functional and the def2-TZVPD basis.

XYZ file:
```
11
C3H6O2 (the ωB97M-V functional and the def2-TZVPD basis)
C 2.2807 2.7228 0.5785
C 0.9902 2.9165 0.3823
H 2.8854 3.5202 0.9800
H 2.7987 1.8166 0.3101
H 0.5490 3.8754 0.6326
H 0.2467 2.2100 0.0507
O -1.6220 -2.8630 -1.7831
C -2.0581 -2.9984 -0.6828
O -2.1264 -4.1769 -0.0353
H -2.4426 -2.2073 -0.0137
H -1.5017 -4.8161 -0.4194
```

Properties
Kohn-Sham gap   11.0044 eV
SMILES   O=CO.C=C
2S+1   1
LUMO   0.77 eV

Atom charges from the natural (NBO) analysis, given in e for atoms 1 to 6: C -0.384; C -0.381; H 0.192; H 0.193; H 0.186; H 0.193


Verdict on stability: arrangement 2 comes out on top.


Arrangement 1

Computed, not measured: a single C3H6O2 molecule, with the ωB97M-V functional and the def2-TZVPD basis.

XYZ file:
```
11
C3H6O2 (the ωB97M-V functional and the def2-TZVPD basis)
O -1.6448 -0.7218 -0.9597
C -1.1518 0.1865 -0.3314
C 0.7479 -0.7409 0.7721
O 1.0334 0.5806 0.3188
C 0.1233 0.9266 -0.7044
H -0.1358 -1.1793 0.2705
H -1.5147 0.4686 0.6829
H 0.5864 -0.6996 1.8527
H 1.5216 -1.4422 0.4845
H -0.0381 2.0099 -0.6902
H 0.4726 0.6116 -1.6957
```

Properties
Kohn-Sham gap   10.7162 eV
SMILES   COCC=O
2S+1   1
LUMO   0.75 eV

Atom charges from the natural (NBO) analysis, given in e for atoms 1 to 6: O -0.524; C 0.404; C -0.286; O -0.519; C -0.161; H 0.204


Arrangement 2

Computed, not measured: a single C3H6O2 molecule, with the ωB97M-V functional and the def2-TZVPD basis.

XYZ file:
```
11
C3H6O2 (the ωB97M-V functional and the def2-TZVPD basis)
C 0.3061 1.3970 -1.2281
C 0.1080 0.1195 -0.2690
O 1.1831 -0.2403 0.1593
C -0.7596 -0.9696 0.7162
O -0.2218 -1.2805 1.9829
H -0.2862 2.2712 -0.9430
H 0.1698 1.2570 -2.3118
H 1.3728 1.6486 -1.0725
H -0.7619 -1.8651 0.0894
H -1.7215 -0.5633 0.9544
H 0.6114 -1.7744 1.9221
```

Properties
Kohn-Sham gap   9.9069 eV
SMILES   CC(=O)CO
2S+1   1
LUMO   0.89 eV

Atom charges from the natural (NBO) analysis, given in e for atoms 1 to 6: C -0.692; C 0.498; O -0.582; C -0.068; O -0.698; H 0.224


Verdict on stability: arrangement 1 comes out on top.


Arrangement 1

Computed, not measured: a single C2H3N2OP molecule, with the ωB97M-V functional and the def2-TZVPD basis.

XYZ file:
```
9
C2H3N2OP (the ωB97M-V functional and the def2-TZVPD basis)
C -1.7402 0.4992 -0.2361
C 0.2884 -0.0735 0.1469
N -1.7203 0.2518 1.0600
N -0.4742 -0.0477 1.3571
O -0.5844 0.2780 -0.7839
P 2.0665 -0.0973 0.2178
H -2.5853 0.5648 -0.8078
H 2.4526 0.1237 -1.1281
H 2.2968 -1.4989 0.1740
```

Properties
Kohn-Sham gap   9.9499 eV
SMILES   Pc1nnco1
2S+1   1
LUMO   0.58 eV

Atom charges from the natural (NBO) analysis, given in e for atoms 1 to 6: C 0.263; C 0.098; N -0.260; N -0.261; O -0.376; P 0.337


Arrangement 2

Computed, not measured: a single C2H3N2OP molecule, with the ωB97M-V functional and the def2-TZVPD basis.

XYZ file:
```
9
C2H3N2OP (the ωB97M-V functional and the def2-TZVPD basis)
C 0.9958 0.5978 0.0113
C 0.5376 -0.2309 1.0745
N 0.4638 0.4825 -1.1331
N -0.6400 -0.2461 -1.1940
O 0.9026 -0.4015 2.1862
P -1.2895 -0.9894 0.2974
H 1.8691 1.3007 -0.0071
H -1.0102 -0.6565 -2.0353
H -1.8291 0.1435 0.8001
```

Properties
Kohn-Sham gap   8.9520 eV
SMILES   O=c1cn[nH][pH]1
2S+1   1
LUMO   -0.01 eV

Atom charges from the natural (NBO) analysis, given in e for atoms 1 to 6: C -0.205; C 0.404; N -0.110; N -0.649; O -0.501; P 0.475


Verdict on stability: arrangement 2 comes out on top.


Arrangement 1

Computed, not measured: a molecular structure, C4H7N, with the ωB97M-V functional and the def2-TZVPD basis.

XYZ file:
```
12
C4H7N (the ωB97M-V functional and the def2-TZVPD basis)
C 2.5737 0.1440 0.0144
C 1.0615 -0.0446 -0.1551
C -0.1024 -0.2999 -0.0853
C -1.5580 -0.6213 -0.0081
H 3.1906 0.0077 -1.1764
H 2.6047 1.4365 0.4499
H 3.0434 -0.7475 0.9307
H -1.7360 -1.2183 0.9144
H -1.8505 -1.3112 -0.8283
H -2.4398 1.1118 0.8307
H -2.2707 1.0481 -0.8445
N -2.5167 0.4947 -0.0424
```

Properties
Kohn-Sham gap   10.1648 eV
2S+1   1
LUMO   0.76 eV

Atom charges from the natural (NBO) analysis, given in e for atoms 1 to 6: C -0.718; C -0.035; C -0.059; C -0.286; H 0.255; H 0.252


Arrangement 2

Computed, not measured: a single C4H7N molecule, with the ωB97M-V functional and the def2-TZVPD basis.

XYZ file:
```
12
C4H7N (the ωB97M-V functional and the def2-TZVPD basis)
C 0.7321 1.2512 -0.1490
C 0.1554 -0.1362 0.2532
C -1.3279 -0.1719 -0.1574
C -2.5544 -0.1532 -0.0472
H 0.7400 1.1870 -1.2739
H 1.7897 1.0736 0.3099
H 0.1527 2.0625 0.2323
H 0.1471 -0.3115 1.3943
H 2.0211 -1.0311 -0.1256
H 0.7300 -2.1898 0.2323
H -3.5381 -0.2924 -0.3626
N 0.9523 -1.2881 -0.3061
```

Properties
Kohn-Sham gap   10.3438 eV
SMILES   C#C[C@H](C)N
2S+1   1
LUMO   0.85 eV

Atom charges from the natural (NBO) analysis, given in e for atoms 1 to 6: C -0.605; C -0.102; C -0.009; C -0.257; H 0.226; H 0.200


Arrangement 3

Computed, not measured: a molecular structure, C4H7N, with the ωB97M-V functional and the def2-TZVPD basis.

XYZ file:
```
12
C4H7N (the ωB97M-V functional and the def2-TZVPD basis)
C 1.0662 -0.8751 1.0695
C -0.0661 1.0832 0.2059
C -0.8869 1.1540 -0.8903
C -1.0386 -0.2556 -1.1251
N -0.1475 -0.2174 0.5994
H 0.6038 1.8055 0.6654
H -1.4796 1.9645 -1.2842
H 0.8088 -1.7845 1.6133
H 1.7437 -1.1394 0.2484
H 1.6191 -0.2042 1.7386
H -2.0133 -0.7138 -1.3027
H -0.2096 -0.8172 -1.5382
```

Properties
Kohn-Sham gap   9.1504 eV
2S+1   1
LUMO   1.15 eV

Atom charges from the natural (NBO) analysis, given in e for atoms 1 to 6: C -0.442; C 0.009; C -0.393; C -0.152; N -0.402; H 0.188


Verdict on stability: arrangement 2 comes out on top.


Arrangement 1

Computed, not measured: a single C3H7NOS2 molecule, with the ωB97M-V functional and the def2-TZVPD basis.

XYZ file:
```
14
C3H7NOS2 (the ωB97M-V functional and the def2-TZVPD basis)
N 1.1387 0.0614 -1.8522
C -0.1252 0.5966 -1.3681
C -1.3300 0.2259 -2.2438
O -1.2726 -0.5318 -3.1677
C -0.4333 -0.0061 0.0106
S 0.7327 0.6352 1.2655
S 0.1461 -0.6487 2.8599
H 1.3951 0.5786 -2.6816
H 0.9647 -0.8863 -2.1715
H -0.0814 1.6872 -1.3463
H -2.2376 0.8340 -2.0711
H -1.4509 0.1932 0.3458
H -0.1935 -1.0702 -0.0014
H 0.1105 -1.7686 2.0933
```

Properties
Kohn-Sham gap   8.9691 eV
SMILES   N[C@@H](C=O)CSS
2S+1   1
LUMO   0.37 eV

Atom charges from the natural (NBO) analysis, given in e for atoms 1 to 6: N -0.810; C -0.176; C 0.431; O -0.511; C -0.524; S 0.113


Arrangement 2

Computed, not measured: 2 unconnected molecules or ions with the total composition C3H7NOS2, with the ωB97M-V functional and the def2-TZVPD basis.

XYZ file:
```
14
C3H7NOS2 (the ωB97M-V functional and the def2-TZVPD basis)
C 1.4218 -0.0091 -0.4003
C -0.6021 0.2172 1.6101
C -0.6610 0.1488 0.1112
N 1.5034 -1.0215 -1.2195
O 2.1339 0.8087 0.0805
S -1.4708 -1.3255 -0.5391
S -1.2257 1.6525 -0.7045
H 0.1447 0.9577 1.9031
H -0.3040 -0.7536 2.0064
H -1.5638 0.4994 2.0430
H 0.6494 -1.5132 -1.4626
H 2.3751 -1.3350 -1.6273
H -2.2578 -0.6969 -1.4108
H -0.1431 2.3705 -0.3900
```

Properties
Kohn-Sham gap   8.5480 eV
2S+1   1
LUMO   0.52 eV

Atom charges from the natural (NBO) analysis, given in e for atoms 1 to 6: C 0.761; C -0.673; C -0.406; N -0.839; O -0.583; S -0.012


Verdict on stability: arrangement 1 comes out on top.